[1]
Here is a molecular structure, C27H29BF4IrN5O3PS at a distorted geometry from OMol25. Energies are from wB97M-V/def2-TZVPD.

As for the net charge: +2. For the HOMO-LUMO gap (spin up / spin down), the calculation gives 6.974 / 6.085 eV. The HOMO energy (spin up / spin down) is -14.03 / -13.13 eV. For the total energy, the calculation gives -2813.4708 Ha. As for the lowest unoccupied orbital energy (spin up / spin down): -7.05 / -7.04 eV. The expectation value of S² is 1.226. The value obtained for the molecular weight is 813.62 Da. The spin multiplicity is 2. Its energy relative to the best compared isomer or geometry (same formula, charge and spin) is 0.0 kcal per mole.

Atoms and positions in Å:
Ir  -0.2234  -0.7825  1.7194
S  1.3113  0.5867  3.1180
P  0.6211  0.3112  -1.2294
F  -0.7212  -1.7695  3.6296
F  1.4863  -2.5234  3.3733
F  0.6935  -2.0325  5.4846
F  -0.0932  -3.8968  4.3021
O  -2.2469  -1.7687  1.3927
O  -0.1112  -2.8744  1.0886
O  -3.2524  -1.2589  1.8223
N  -1.1433  1.2565  3.7290
N  0.2178  0.7886  5.5213
N  -1.9385  0.4594  -0.3455
N  -1.3756  0.9569  2.4143
N  -0.5576  0.3358  -0.0078
C  0.5324  -1.0938  -2.3177
C  0.5691  1.7923  -2.2400
C  4.2883  -0.7748  0.0365
C  3.8272  1.4177  0.9368
C  -2.4453  -0.0852  -1.4773
C  0.5808  4.0166  -3.9316
C  -4.6153  0.7200  -0.9679
C  3.0340  -0.7968  -0.5531
C  1.2504  -2.1164  -4.3751
C  0.5620  -3.2749  -4.0289
C  -3.7720  0.0145  -1.8044
C  1.2373  -1.0224  -3.5240
C  2.1688  0.2817  -0.3767
C  1.7517  3.6131  -3.3104
C  -0.5989  3.3129  -3.7164
C  -2.7521  1.1277  0.4984
C  1.7528  2.5043  -2.4706
C  2.5685  1.3972  0.3658
C  -2.9850  2.7879  2.4473
C  -2.2912  1.6099  1.8229
C  1.0834  -3.6698  0.7724
C  0.0601  0.8460  4.2247
C  4.6826  0.3290  0.7775
C  -0.1440  -3.3442  -2.8331
C  -4.0840  1.2824  0.1758
C  -0.1592  -2.2553  -1.9732
C  -0.6069  2.2067  -2.8853
B  0.3994  -2.6070  4.2630
H  -1.9169  1.5178  4.3169
H  -4.1271  -0.4666  -2.7057
H  0.5852  4.8746  -4.5941
H  -1.5380  1.6760  -2.7577
H  -0.5502  0.8788  6.1682
H  4.1486  2.2829  1.5050
H  1.7945  -2.0655  -5.3107
H  1.7151  -3.7585  1.6466
H  -1.5143  3.6247  -4.2072
H  2.6742  4.1568  -3.4778
H  0.7617  -4.6475  0.4257
H  0.5724  -4.1275  -4.6987
H  4.9614  -1.6123  -0.0956
H  -0.6792  -4.2493  -2.5681
H  -0.5592  -3.2903  1.8444
H  -1.7443  -0.6100  -2.1030
H  1.7713  -0.1176  -3.7974
H  5.6671  0.3494  1.2296
H  1.0538  0.3385  5.8652
H  -3.8031  2.4777  3.1089
H  1.6075  -3.1535  -0.0233
H  -3.3987  3.4468  1.6886
H  1.9011  2.2429  0.4882
H  2.7390  -1.6412  -1.1637
H  -2.2677  3.3566  3.0370
H  2.6789  2.1979  -2.0073
H  -0.6991  -2.3201  -1.0375
H  -5.6716  0.8145  -1.1892
H  -4.7240  1.8158  0.8648


[2]
Here is a molecular structure, C27H29BeN5O2PS from OMol25. Energies are from wB97M-V/def2-TZVPD.

As for the net charge: +1. For the HOMO-LUMO gap, the calculation gives 8.809 eV. The HOMO energy is -10.89 eV. For the total energy, the calculation gives -2224.8326 Ha. As for the lowest unoccupied orbital energy: -2.09 eV. The value obtained for the molecular weight is 527.62 Da. Its energy relative to the best compared isomer or geometry (same formula, charge and spin) is 0.0 kcal per mole.

Atoms and positions in Å:
S  -0.3284  1.2884  -2.1193
P  -1.0891  1.4107  2.2684
O  -0.1207  0.8479  1.2437
O  0.7341  0.5705  -1.2615
N  1.5839  -1.1741  0.5753
N  -5.1208  -2.7318  1.1421
N  3.0359  -2.2585  1.7862
N  -1.1229  -1.1375  -0.3000
N  -3.2994  -2.1842  -0.4262
C  -1.7271  -1.1765  2.9579
C  -3.6996  -1.8087  4.1695
C  -0.0053  3.4029  5.6383
C  1.3815  3.3140  5.6014
C  -4.0467  3.2927  0.2126
C  -2.1875  -1.6376  -0.2895
C  -0.1295  2.1797  3.5719
C  -3.5942  4.6041  0.1834
C  -2.1298  2.6653  1.5256
C  -0.8282  1.4214  -4.8018
C  -4.2437  -2.4658  0.4394
C  2.0130  2.6659  4.5515
C  1.9514  -1.4700  1.8034
C  -1.6776  3.9868  1.4921
C  0.0121  3.0433  -1.8965
C  1.2589  2.0980  3.5336
C  1.4877  3.3888  -1.7929
C  2.4715  -1.8065  -0.2665
C  -0.7613  2.8389  4.6260
C  -3.3332  0.4991  3.6147
C  -4.1078  -0.4833  4.2084
C  -2.4101  4.9527  0.8216
C  0.2482  1.0292  -3.7995
C  -2.5094  -2.1552  3.5463
C  3.3827  -2.4835  0.4752
C  -3.3186  2.3218  0.8838
C  -2.1371  0.1558  2.9837
Be  0.2045  -0.2332  0.0728
H  1.9873  2.7378  -1.0777
H  -0.4836  3.5320  -2.7380
H  -0.8177  -1.4556  2.4424
H  -2.2083  -3.1924  3.4937
H  -3.6765  1.5261  3.6249
H  -0.4945  3.9131  6.4565
H  1.7428  1.6082  2.6979
H  -0.7607  4.2604  2.0005
H  1.9992  3.3114  -2.7509
H  1.1778  1.5797  -3.9384
H  3.0926  2.6075  4.5210
H  1.4702  -1.1332  2.7055
H  -4.9706  3.0248  -0.2817
H  1.9696  3.7564  6.3941
H  0.4698  -0.0376  -3.8340
H  -4.1718  5.3611  -0.3299
H  4.2242  -3.0902  0.1977
H  -4.3244  -2.5784  4.6002
H  -5.0439  -0.2176  4.6795
H  2.3854  -1.7242  -1.3342
H  -3.6731  1.2978  0.9000
H  -0.5353  3.3129  -0.9928
H  3.5012  -2.6315  2.5966
H  -0.4611  1.2462  -5.8112
H  -1.8412  2.9144  4.6587
H  -1.0896  2.4770  -4.7282
H  -1.7330  0.8328  -4.6605
H  -2.0653  5.9778  0.8049
H  1.5862  4.4175  -1.4485


[3]
Here is 2 unconnected molecules or ions with the total composition C27H29BrN2S at a distorted geometry from OMol25. Energies are from wB97M-V/def2-TZVPD.

As for the net charge: 0. For the HOMO-LUMO gap, the calculation gives 3.062 eV. The HOMO energy is -5.78 eV. For the total energy, the calculation gives -4127.8301 Ha. As for the lowest unoccupied orbital energy: -2.72 eV. The value obtained for the molecular weight is 493.51 Da.

Atoms and positions in Å:
Br  2.7705  -0.2729  2.1924
S  -3.5704  -0.2821  2.2128
N  -6.1044  6.0783  6.3380
N  -6.3689  -4.0816  8.2421
C  -7.9355  7.6921  6.6165
C  -4.8124  4.3099  5.2200
C  -4.5121  0.6688  5.7674
C  -4.4169  3.0073  5.1055
C  -6.2322  -0.5556  7.1023
C  -7.5838  -6.1632  8.5753
C  -4.8757  2.0169  6.0036
C  -6.0415  3.7677  7.2208
C  -4.7415  -2.8778  6.8148
C  -5.7656  6.9132  7.5224
C  -5.6626  2.4585  7.0964
C  -7.4277  6.5033  5.7824
C  -6.5143  -6.0313  9.6884
C  -1.1899  0.9274  2.1644
C  -4.3272  -1.7301  6.1971
C  -1.9038  -0.2816  2.1778
C  -5.6489  -4.8089  9.3241
C  -5.9068  -2.8928  7.5993
C  -1.1850  -1.4881  2.1615
C  0.8814  -0.2762  2.1571
C  -7.3550  -4.9912  7.6055
C  -6.6642  -1.7137  7.6870
C  -6.8824  7.9501  7.7178
C  0.1900  0.9234  2.1539
C  0.1950  -1.4787  2.1511
C  -5.0226  -0.5089  6.3684
C  -5.6610  4.7222  6.2607
H  -7.5959  -1.7485  8.2270
H  -7.3275  7.8531  8.7162
H  -6.6412  4.0947  8.0547
H  -7.3056  6.7706  4.7274
H  0.7415  1.8505  2.1456
H  -5.6539  6.2601  8.3939
H  -4.7941  7.3873  7.3482
H  -4.4699  5.0447  4.5124
H  -6.8558  0.3162  7.1501
H  -5.9247  1.7675  7.8753
H  -3.4525  -1.7437  5.5703
H  -3.7525  2.7133  4.3110
H  -5.5040  -4.1409  10.1815
H  -4.6596  -5.1027  8.9588
H  -8.2760  -4.4362  7.3930
H  -6.9365  -5.3259  6.6501
H  -1.7358  1.8567  2.1623
H  -1.7265  -2.4200  2.1580
H  -7.5000  -7.1255  8.0532
H  -3.7737  0.5169  4.9964
H  -8.0767  8.5847  5.9920
H  -8.9152  7.4683  7.0582
H  -5.9052  -6.9417  9.7668
H  -8.5957  -6.1218  8.9997
H  -6.4885  8.9734  7.6522
H  0.7507  -2.4033  2.1407
H  -4.1894  -3.7930  6.6908
H  -6.9934  -5.8907  10.6668
H  -8.1174  5.6531  5.8231